Formula: C24H48N2O8S
Source: the Open Molecules 2025 dataset
Level of theory: ωB97M-V/def2-TZVPD

Last column: Mulliken charge in e.
Cartesian coordinates (Å):
C1 -0.550 -1.710 -0.070  -1.0305
C2 0.403 -1.140 -1.126  0.7459
O1 -0.166 -0.997 -2.420  -0.4985
C3 -1.113 0.037 -2.562  -0.1113
C4 -0.488 1.446 -2.584  -0.5429
O2 -1.156 2.346 -1.704  -0.1362
C5 -2.404 2.799 -2.197  -0.9994
C6 -3.197 3.271 -1.010  0.4519
C7 -4.146 2.663 -0.289  0.4585
C8 -4.735 1.292 -0.476  -0.1696
C9 -6.281 1.207 -0.287  -0.9265
C10 -6.965 0.975 -1.646  -0.6851
S1 -8.707 0.713 -1.532  1.2172
O3 -9.211 0.242 -2.790  -0.6164
O4 -9.326 1.829 -0.887  -0.5896
O5 -8.685 -0.530 -0.518  -0.4997
C11 -4.512 3.612 0.818  0.3364
O6 -5.434 3.619 1.544  -0.4937
O7 -3.581 4.641 0.827  -0.3322
C12 -2.962 4.616 -0.409  0.0914
O8 -2.456 5.558 -0.895  -0.5225
H1 -1.581 -1.365 -0.181  0.2324
H2 -0.182 -1.434 0.925  0.3010
H3 -0.556 -2.804 -0.128  0.2563
H4 1.233 -1.846 -1.257  0.2991
H5 0.853 -0.196 -0.778  -0.5738
H6 -1.876 0.019 -1.769  0.0023
H7 -1.627 -0.163 -3.510  0.3422
H8 0.553 1.415 -2.248  0.2753
H9 -0.499 1.859 -3.603  0.2753
H10 -2.948 2.006 -2.727  0.4792
H11 -2.266 3.644 -2.892  0.3438
H12 -4.494 0.985 -1.503  0.1751
H13 -4.235 0.590 0.201  0.3811
H14 -6.504 0.347 0.352  0.3815
H15 -6.670 2.110 0.181  0.4641
H16 -6.851 1.845 -2.304  0.3770
H17 -6.548 0.097 -2.153  0.3798
H18 -9.517 -1.019 -0.656  0.3658
C13 4.250 -2.491 0.440  -1.1948
C14 3.515 -3.417 1.396  -0.5582
N1 2.788 -4.481 0.725  0.2954
C15 1.825 -5.151 1.579  -0.6489
C16 2.337 -5.969 2.771  -1.1359
C17 3.580 -5.329 -0.149  -0.7410
C18 4.768 -6.078 0.469  -1.0117
H19 3.558 -2.085 -0.300  0.2097
H20 4.679 -1.657 0.998  0.3711
H21 5.066 -2.986 -0.087  0.3236
H22 2.777 -2.820 1.941  0.4692
H23 4.223 -3.794 2.152  0.2550
H24 1.208 -5.799 0.949  0.4165
H25 1.146 -4.380 1.956  0.3105
H26 2.771 -6.919 2.460  0.2451
H27 1.504 -6.197 3.439  0.4329
H28 3.082 -5.424 3.351  0.2750
H29 3.952 -4.714 -0.971  0.3699
H30 2.900 -6.047 -0.615  0.4285
H31 5.357 -5.434 1.123  0.2590
H32 5.432 -6.431 -0.323  0.3771
H33 4.455 -6.949 1.043  0.2690
C19 0.850 2.955 2.261  -1.4269
C20 2.024 2.167 1.701  -0.2705
N2 2.391 2.548 0.346  0.5447
C21 3.330 1.623 -0.264  0.0799
C22 4.713 1.485 0.380  -1.4124
C23 2.657 3.962 0.140  -0.7432
C24 3.757 4.616 0.988  -1.1198
H34 -0.013 2.883 1.601  0.1835
H35 0.573 2.554 3.237  0.4654
H36 1.091 4.009 2.401  0.3122
H37 1.753 1.107 1.673  0.3720
H38 2.867 2.249 2.406  0.2493
H39 3.443 1.888 -1.319  0.3771
H40 2.859 0.634 -0.257  -0.3225
H41 5.368 2.329 0.172  0.3361
H42 5.204 0.591 -0.011  0.4768
H43 4.638 1.368 1.462  0.2412
H44 1.725 4.507 0.307  0.4190
H45 2.884 4.103 -0.920  0.3909
H46 3.690 4.322 2.036  0.2516
H47 3.653 5.702 0.947  0.3941
H48 4.756 4.371 0.631  0.2798

- LUMO level: -0.70 eV
- Highest occupied orbital energy: -8.246 eV
- Charge: 0
- Spin multiplicity: 1
- Kohn-Sham gap: 7.54 eV

---

Formula: C24H48N8O2PS
Source: the Open Molecules 2025 dataset
Level of theory: ωB97M-V/def2-TZVPD

Last column: Mulliken charge in e.
Cartesian coordinates (Å):
N1 -1.325 1.644 7.092  -0.5155
P1 -0.730 2.996 6.784  0.8574
O1 -0.715 4.103 7.909  -0.4498
O2 -1.381 3.870 5.640  -0.4532
S1 1.388 2.874 6.079  0.1398
N2 2.417 3.881 6.896  -0.4337
H1 -0.775 0.798 7.032  0.3078
H2 0.093 4.250 8.415  0.3164
H3 -1.043 3.733 4.744  0.3686
H4 1.716 1.648 6.519  0.3748
H5 2.337 3.914 7.905  0.2555
H6 2.498 4.793 6.464  0.2960
C1 -0.516 0.516 1.915  -1.0905
C2 -0.232 -0.943 2.243  -0.0503
C3 -0.567 -1.304 3.696  -0.6687
C4 0.229 -0.530 4.637  0.2688
N3 0.879 0.085 5.356  -0.5259
H7 0.112 1.188 2.506  0.3362
H8 -0.296 0.714 0.867  0.2444
H9 -1.563 0.772 2.102  0.3258
H10 0.817 -1.165 2.041  0.2951
H11 -0.821 -1.578 1.584  0.1024
H12 -0.378 -2.360 3.898  0.3645
H13 -1.620 -1.109 3.914  0.3146
C5 0.691 0.239 -3.708  -0.5397
C6 1.014 -1.218 -3.417  -0.5467
C7 0.700 -1.603 -1.965  0.4126
C8 1.477 -0.810 -1.018  0.3778
N4 2.113 -0.179 -0.299  -0.6665
H14 1.300 0.909 -3.100  0.0825
H15 0.892 0.470 -4.754  0.4520
H16 -0.354 0.466 -3.508  -0.0686
H17 2.066 -1.412 -3.632  0.1362
H18 0.432 -1.869 -4.071  0.4290
H19 0.918 -2.657 -1.780  0.5191
H20 -0.360 -1.450 -1.752  -0.5567
C9 5.118 -1.914 -1.662  -0.9807
C10 6.331 -1.252 -2.303  -0.5406
C11 5.977 0.042 -3.048  -0.3223
C12 5.025 -0.195 -4.130  0.2499
N5 4.260 -0.387 -4.964  -0.4977
H21 4.389 -2.210 -2.418  0.2479
H22 5.414 -2.811 -1.118  0.3810
H23 4.621 -1.241 -0.961  0.2327
H24 6.810 -1.943 -2.998  0.3183
H25 7.070 -1.008 -1.538  0.3228
H26 6.870 0.498 -3.478  0.3435
H27 5.530 0.766 -2.363  0.2555
C13 -3.132 0.329 -2.938  -0.8867
C14 -4.288 0.238 -1.952  -0.7029
C15 -3.819 0.154 -0.492  -0.4180
C16 -2.993 -1.028 -0.253  0.3871
N6 -2.366 -1.972 -0.069  -0.5994
H28 -2.510 -0.569 -2.896  0.1901
H29 -3.504 0.419 -3.957  0.3670
H30 -2.497 1.194 -2.739  0.2217
H31 -4.908 -0.631 -2.176  0.3671
H32 -4.928 1.117 -2.044  0.3694
H33 -4.671 0.107 0.188  0.3784
H34 -3.227 1.034 -0.230  0.3118
C17 3.334 3.561 -4.034  -0.6268
C18 2.533 4.500 -4.928  -0.5123
C19 1.298 5.085 -4.230  -0.5572
C20 0.372 4.036 -3.809  0.3290
N7 -0.304 3.175 -3.463  -0.4249
H35 2.740 2.694 -3.741  -0.0453
H36 4.215 3.194 -4.559  0.3230
H37 3.667 4.070 -3.127  0.3269
H38 2.216 3.972 -5.828  0.3031
H39 3.161 5.332 -5.252  0.3252
H40 0.762 5.763 -4.895  0.3001
H41 1.589 5.653 -3.344  0.2750
C21 -5.712 -6.158 2.492  -1.1678
C22 -4.449 -5.629 1.824  -0.5417
C23 -4.682 -4.324 1.052  0.0341
C24 -5.657 -4.492 -0.023  0.2135
N8 -6.423 -4.623 -0.867  -0.4633
H42 -6.478 -6.395 1.752  0.3512
H43 -5.501 -7.067 3.054  0.3398
H44 -6.129 -5.424 3.185  0.2995
H45 -4.050 -6.379 1.140  0.3144
H46 -3.681 -5.444 2.578  0.3213
H47 -3.755 -3.968 0.603  -0.0227
H48 -5.050 -3.545 1.725  0.2986

- LUMO level: -3.82 eV
- Highest occupied orbital energy: -12.781 eV
- Charge: +1
- Spin multiplicity: 1
- Kohn-Sham gap: 8.96 eV